1.
Below is the ion C6H3F3NO with charge -1 in a non-equilibrium geometry, with properties calculated with wB97M-V/def2-TZVPD.

Positions of all 14 atoms, in Å:
C: -2.013 -0.155 0.150
C: -1.586 1.149 -0.459
C: -1.160 -1.159 0.580
C: -0.566 1.834 -0.009
C: 0.949 -0.280 0.667
C: 2.273 -0.419 -0.073
N: 0.140 -1.229 0.366
O: 0.058 2.787 0.292
F: 2.317 0.156 -1.298
F: 3.305 0.210 0.550
F: 2.795 -1.701 -0.164
H: -3.071 -0.554 0.046
H: -1.886 1.393 -1.518
H: -1.555 -2.032 0.870

Cartesian forces (eV/Å) of the 3 atoms listed first:
0.027 -1.106 -0.161
-1.452 -2.313 -0.979
-1.213 3.658 -1.618

Summary:
- Electronic energy: -17958.4716 eV
- Charge: -1
- Energy relative to the best compared isomer or geometry (same formula, charge and spin): 0.0161 eV
- Multiplicity: 1
- F_max: 4.18 eV/Å

***

2.
Below is an isolated molecule of C4H7ClS in a non-equilibrium geometry, with properties calculated with wB97M-V/def2-TZVPD.

Positions of all 13 atoms, in Å:
C: 2.122 1.143 0.261
S: 2.012 -0.457 -0.481
C: 0.301 -0.916 -0.277
C: -0.813 -0.136 -0.244
C: -2.141 -0.764 0.049
Cl: -0.787 1.557 -0.463
H: 1.804 1.963 -0.415
H: 1.557 1.167 1.177
H: 3.155 1.321 0.533
H: 0.181 -1.993 -0.357
H: -2.755 -0.586 -0.833
H: -1.966 -1.870 0.117
H: -2.670 -0.430 0.933

Cartesian forces (eV/Å) of the 3 atoms listed first:
0.068 1.249 -0.279
-0.677 -0.798 -0.313
-0.134 1.320 -0.679

Summary:
- Electronic energy: -27618.4507 eV
- Energy relative to the best compared isomer or geometry (same formula, charge and spin): 0.2591 eV
- SMILES string: CS/C=C(/C)Cl
- Multiplicity: 1
- F_max: 2.43 eV/Å

***

3.
Below is a structure of composition C26H17ClN5ORuS, with properties calculated with wB97M-V/def2-TZVPD.

Positions of all 52 atoms, in Å:
Ru: -1.282 0.024 -0.612
Cl: 2.476 -5.056 -4.187
C: 1.491 -3.763 -3.625
C: 0.919 -2.873 -4.542
C: 0.130 -1.837 -4.104
C: -0.109 -1.642 -2.738
O: -0.882 -0.616 -2.397
C: 0.460 -2.546 -1.814
C: 0.259 -2.485 -0.396
N: -0.423 -1.595 0.238
C: -0.571 -1.615 1.678
C: -0.047 -2.541 2.527
C: -0.265 -2.444 3.923
C: -1.012 -1.432 4.442
C: -1.582 -0.462 3.583
C: -2.391 0.604 4.046
C: -2.927 1.493 3.159
C: -2.651 1.333 1.793
N: -1.896 0.361 1.324
C: -1.352 -0.557 2.204
C: 1.258 -3.606 -2.284
H: 1.103 -3.013 -5.599
H: -0.327 -1.149 -4.802
H: 0.733 -3.282 0.172
H: 0.536 -3.375 2.161
H: 0.165 -3.191 4.575
H: -1.188 -1.364 5.508
H: -2.584 0.701 5.107
H: -3.553 2.310 3.485
H: -3.060 2.020 1.063
H: 1.688 -4.312 -1.585
N: 1.075 3.255 -0.875
C: 2.072 2.518 -0.239
C: 3.372 2.855 0.121
C: 4.104 1.880 0.760
C: 3.559 0.613 1.036
C: 2.270 0.286 0.677
C: 1.522 1.265 0.023
N: 0.210 1.269 -0.475
C: -0.003 2.481 -0.989
C: -1.293 2.790 -1.579
C: -1.794 3.894 -2.190
S: -3.391 3.584 -2.697
C: -3.307 2.010 -2.068
N: -2.162 1.727 -1.506
H: 1.159 4.207 -1.197
H: 3.791 3.830 -0.088
H: 5.121 2.093 1.059
H: 4.173 -0.119 1.543
H: 1.855 -0.683 0.895
H: -1.321 4.846 -2.371
H: -4.127 1.310 -2.147

Cartesian forces (eV/Å) of the 3 atoms listed first:
0.184 -0.661 -0.476
0.004 -0.009 -0.016
0.018 -0.019 -0.025

Summary:
- Electronic energy: -62664.0635 eV
- Charge: +2
- ⟨S²⟩: 0.76
- Energy relative to the best compared isomer or geometry (same formula, charge and spin): 0.0000 eV
- Multiplicity: 2
- F_max: 0.88 eV/Å